{"formula": "C17H46N12O14Zn2", "method": "ωB97M-V with the def2-TZVPD basis set", "elements": ["Zn", "Zn", "C", "O", "O", "O", "C", "O", "O", "O", "C", "O", "N", "N", "H", "H", "H", "H", "C", "O", "N", "N", "H", "H", "H", "H", "C", "O", "N", "N", "H", "H", "H", "H", "C", "O", "N", "N", "H", "H", "H", "H", "C", "O", "N", "N", "H", "H", "H", "H", "C", "O", "C", "C", "N", "C", "C", "O", "C", "H", "H", "H", "H", "H", "H", "H", "H", "H", "H", "H", "H", "H", "H", "H", "C", "C", "C", "O", "C", "N", "H", "H", "H", "H", "H", "H", "H", "H", "H", "H", "H"], "xyz": [[0.77533, 4.75386, 0.80542], [3.50945, 0.36169, -0.75042], [-0.08953, 0.58486, 1.38991], [-0.83823, 1.52621, 1.11760], [0.28146, -0.17578, 0.46908], [0.94961, 1.27419, 1.71394], [4.37799, 4.48822, -1.39835], [4.00851, 5.37488, -0.57657], [5.15050, 3.57135, -1.09774], [3.27961, 3.96061, -1.65450], [3.57929, -1.90441, -6.19070], [3.70354, -1.72791, -5.00634], [2.76015, -1.30697, -6.98651], [4.14341, -2.77770, -6.88641], [3.01559, -1.44844, -7.95338], [2.11661, -0.54940, -6.80756], [3.96360, -2.84569, -7.87795], [4.76378, -3.46465, -6.48223], [2.05032, 1.77609, 9.38995], [1.26368, 2.71406, 9.33147], [2.23694, 1.08021, 10.38850], [2.67265, 1.33173, 8.30618], [1.69179, 1.39422, 11.17863], [2.98725, 0.40457, 10.36336], [2.70932, 1.88062, 7.45914], [3.23457, 0.49247, 8.30336], [1.06680, 8.26865, 5.31862], [0.89248, 7.29971, 4.59048], [1.10691, 8.30262, 6.60050], [1.09823, 9.47560, 4.82725], [0.94912, 9.18143, 7.07261], [0.91439, 7.45048, 7.10737], [0.81019, 9.70932, 3.88782], [1.32498, 10.25713, 5.42549], [-4.98332, -1.02787, -2.43821], [-5.88419, -1.54022, -3.05869], [-3.78242, -1.45590, -2.45094], [-5.13698, 0.05900, -1.69705], [-3.05422, -1.11285, -1.84091], [-3.51509, -2.22822, -3.04437], [-4.26517, 0.49578, -1.43383], [-6.01803, 0.54980, -1.64259], [-5.53195, 2.02390, 5.90346], [-6.14555, 1.98675, 6.96445], [-4.26298, 2.11477, 5.87052], [-6.06048, 2.10836, 4.72216], [-3.83013, 2.21047, 4.96301], [-3.73654, 2.08659, 6.73201], [-5.45835, 2.13267, 3.91163], [-7.06633, 2.04510, 4.78821], [5.78475, -12.03361, -3.76038], [6.10962, -10.84510, -3.02837], [5.56917, -10.89171, -1.66394], [4.13938, -10.43301, -1.65890], [4.12663, -8.98561, -1.64281], [2.74447, -8.39293, -1.56497], [1.90132, -8.66622, -2.83897], [1.19292, -9.93378, -2.90332], [0.11865, -9.88395, -3.80992], [4.69829, -12.05797, -3.84464], [6.04938, -12.86100, -3.10198], [6.27906, -12.02191, -4.73178], [5.79867, -11.82685, -1.15313], [6.20158, -10.17323, -1.14250], [3.49230, -10.91176, -2.39387], [3.74375, -10.57350, -0.65300], [4.52107, -8.59715, -2.48756], [2.30051, -8.62168, -0.59613], [3.01449, -7.33716, -1.54234], [1.23955, -7.81472, -2.99743], [2.63178, -8.60971, -3.64601], [0.45462, -9.74201, -4.83710], [-0.67327, -9.20986, -3.48350], [-0.33543, -10.87356, -3.75929], [-4.43448, 8.42307, 0.57902], [-4.25392, 7.62784, -0.76681], [-4.97950, 8.41648, -1.85763], [-5.10832, 7.63875, -3.00069], [-5.74439, 8.38115, -4.14047], [-2.84328, 7.48694, -1.11059], [-5.38708, 8.94787, 0.50663], [-3.61595, 9.13970, 0.64659], [-4.34535, 7.76937, 1.44668], [-4.61914, 6.60474, -0.67740], [-4.48651, 9.38425, -1.94967], [-5.92738, 8.78899, -1.46921], [-5.06202, 8.65471, -4.94524], [-6.20569, 9.33661, -3.89071], [-6.50068, 7.70268, -4.53517], [-2.47748, 8.42834, -1.10317], [-2.84063, 7.40451, -2.11722]], "spin_multiplicity": 1, "homo_lumo_gap_ev": 3.69, "largest_force_ha_per_bohr": 0.1811, "e_homo_ev": -8.0, "e_tot_ha": -5943.8277, "molar_mass_g_mol": 773.40}


{"formula": "C8H18OP", "method": "ωB97M-V with the def2-TZVPD basis set", "elements": ["C", "C", "C", "C", "C", "C", "C", "C", "O", "P", "H", "H", "H", "H", "H", "H", "H", "H", "H", "H", "H", "H", "H", "H", "H", "H", "H", "H"], "xyz": [[-2.24748, 0.15018, -0.05235], [-3.07196, 1.43200, -0.28418], [2.86846, 0.02382, -0.24414], [1.50543, 2.02159, 0.28139], [0.43380, -2.05510, -1.11465], [0.28209, -0.82635, 1.63860], [-2.79039, -1.05257, 0.14829], [1.55376, 0.70996, -0.61508], [-0.94664, 0.40045, -0.46184], [0.30210, -0.49568, -0.15972], [-2.95348, 1.91175, 0.69189], [-2.59716, 1.90437, -1.04700], [-4.16179, 1.38133, -0.55319], [3.62323, 0.67193, -0.34399], [3.16123, -0.78298, -0.78655], [2.94615, -0.18614, 0.75032], [0.82626, 1.93166, 1.19395], [0.88240, 2.77547, -0.20815], [2.47253, 2.45563, 0.45898], [1.35181, -2.06510, -1.56178], [-0.10864, -2.15571, -2.05882], [0.07300, -2.88011, -0.57899], [0.08998, 0.06051, 2.10811], [1.17107, -1.30883, 1.99347], [-0.33245, -1.65200, 1.91860], [-2.17526, -1.87368, 0.22208], [-3.76266, -1.33794, 0.29726], [1.60464, 0.84153, -1.63250]], "spin_multiplicity": 1, "homo_lumo_gap_ev": 10.76, "charge": 1, "largest_force_ha_per_bohr": 0.0829, "relative_energy_kj_mol": 69.1, "e_homo_ev": -13.2, "e_tot_ha": -731.9054, "molar_mass_g_mol": 161.21}


{"formula": "C14H11I2N3OS4Tc", "method": "ωB97M-V with the def2-TZVPD basis set", "elements": ["Tc", "N", "C", "C", "C", "C", "C", "N", "C", "C", "C", "C", "C", "N", "H", "H", "H", "H", "H", "H", "H", "H", "H", "O", "C", "S", "C", "C", "S", "S", "S", "I", "C", "I", "H", "H"], "xyz": [[0.07689, 0.11378, -0.50668], [-0.69068, -0.96066, 2.49315], [0.67481, -1.03048, 2.28012], [1.43863, -1.67899, 3.25779], [2.79801, -1.77503, 3.10452], [3.39594, -1.21096, 1.97408], [2.59386, -0.60791, 1.05208], [1.23715, -0.52189, 1.16896], [-1.61353, -0.01779, 2.06906], [-2.73842, 0.20919, 2.86746], [-3.66616, 1.13981, 2.46799], [-3.46426, 1.84320, 1.27756], [-2.35452, 1.55546, 0.53744], [-1.43528, 0.62401, 0.90964], [-0.98267, -1.45288, 3.32411], [0.94771, -2.08173, 4.13394], [3.39707, -2.26859, 3.85776], [4.46395, -1.24858, 1.81871], [3.01600, -0.16546, 0.16145], [-2.85724, -0.33532, 3.79479], [-4.53921, 1.33132, 3.07737], [-4.16537, 2.59109, 0.93696], [-2.15720, 2.06023, -0.40038], [-0.09947, -2.48228, -6.85106], [-0.05508, -2.04498, -5.75939], [1.45839, -1.87364, -4.80023], [0.70972, -1.15756, -3.42792], [-0.68420, -0.94745, -3.47571], [-1.50062, -0.27653, -2.13328], [-1.51970, -1.42965, -4.87953], [1.58050, -0.77998, -2.03045], [-0.31297, 3.17675, -3.60272], [1.51385, 3.00805, -2.58630], [1.38061, 2.47063, -0.50303], [2.01023, 3.97283, -2.56815], [2.14323, 2.25198, -3.04011]], "spin_multiplicity": 2, "homo_lumo_gap_ev": [5.57, 5.48], "charge": 2, "largest_force_ha_per_bohr": 0.0212, "e_homo_ev": [-14.5, -14.4], "e_tot_ha": -3048.0162, "molar_mass_g_mol": 717.34}


{"formula": "C7H7N4PtSSe2Te2", "method": "ωB97M-V with the def2-TZVPD basis set", "elements": ["Pt", "N", "C", "S", "N", "N", "C", "C", "C", "C", "C", "C", "N", "H", "H", "H", "H", "H", "H", "H", "Se", "Te", "Te", "Se"], "xyz": [[-0.70018, -0.58957, 1.00029], [2.05250, 0.03318, 4.32832], [1.35001, -0.08330, 3.13242], [-0.27778, -0.75163, 3.24403], [1.96563, 0.25143, 2.05231], [1.19519, 0.03242, 0.92944], [1.67721, 0.30502, -0.27484], [0.83248, 0.04789, -1.36541], [1.19574, 0.23243, -2.72245], [0.32501, -0.10764, -3.71436], [-0.94036, -0.64342, -3.38108], [-1.26386, -0.78881, -2.05493], [-0.42631, -0.45231, -1.05951], [1.47061, 0.21310, 5.13026], [2.83693, 0.66202, 4.25519], [2.68203, 0.69211, -0.38109], [2.17463, 0.63807, -2.94610], [0.60623, 0.03173, -4.75141], [-1.65886, -0.93538, -4.13363], [-2.22683, -1.17435, -1.73999], [-4.53988, -1.51592, -0.58609], [-3.26305, -0.86131, 1.39211], [-2.56558, 1.78099, 0.79155], [-2.50153, 2.98324, 2.85499]], "spin_multiplicity": 3, "homo_lumo_gap_ev": [5.16, 5.52], "charge": -1, "largest_force_ha_per_bohr": 0.0112, "e_homo_ev": [-3.0, -4.4], "e_tot_ha": -6346.5082, "molar_mass_g_mol": 787.43}


Repeat the second record exactly.
{"formula": "C8H18OP", "method": "ωB97M-V with the def2-TZVPD basis set", "elements": ["C", "C", "C", "C", "C", "C", "C", "C", "O", "P", "H", "H", "H", "H", "H", "H", "H", "H", "H", "H", "H", "H", "H", "H", "H", "H", "H", "H"], "xyz": [[-2.24748, 0.15018, -0.05235], [-3.07196, 1.43200, -0.28418], [2.86846, 0.02382, -0.24414], [1.50543, 2.02159, 0.28139], [0.43380, -2.05510, -1.11465], [0.28209, -0.82635, 1.63860], [-2.79039, -1.05257, 0.14829], [1.55376, 0.70996, -0.61508], [-0.94664, 0.40045, -0.46184], [0.30210, -0.49568, -0.15972], [-2.95348, 1.91175, 0.69189], [-2.59716, 1.90437, -1.04700], [-4.16179, 1.38133, -0.55319], [3.62323, 0.67193, -0.34399], [3.16123, -0.78298, -0.78655], [2.94615, -0.18614, 0.75032], [0.82626, 1.93166, 1.19395], [0.88240, 2.77547, -0.20815], [2.47253, 2.45563, 0.45898], [1.35181, -2.06510, -1.56178], [-0.10864, -2.15571, -2.05882], [0.07300, -2.88011, -0.57899], [0.08998, 0.06051, 2.10811], [1.17107, -1.30883, 1.99347], [-0.33245, -1.65200, 1.91860], [-2.17526, -1.87368, 0.22208], [-3.76266, -1.33794, 0.29726], [1.60464, 0.84153, -1.63250]], "spin_multiplicity": 1, "homo_lumo_gap_ev": 10.76, "charge": 1, "largest_force_ha_per_bohr": 0.0829, "relative_energy_kj_mol": 69.1, "e_homo_ev": -13.2, "e_tot_ha": -731.9054, "molar_mass_g_mol": 161.21}


Copy entry 3 word for word.
{"formula": "C14H11I2N3OS4Tc", "method": "ωB97M-V with the def2-TZVPD basis set", "elements": ["Tc", "N", "C", "C", "C", "C", "C", "N", "C", "C", "C", "C", "C", "N", "H", "H", "H", "H", "H", "H", "H", "H", "H", "O", "C", "S", "C", "C", "S", "S", "S", "I", "C", "I", "H", "H"], "xyz": [[0.07689, 0.11378, -0.50668], [-0.69068, -0.96066, 2.49315], [0.67481, -1.03048, 2.28012], [1.43863, -1.67899, 3.25779], [2.79801, -1.77503, 3.10452], [3.39594, -1.21096, 1.97408], [2.59386, -0.60791, 1.05208], [1.23715, -0.52189, 1.16896], [-1.61353, -0.01779, 2.06906], [-2.73842, 0.20919, 2.86746], [-3.66616, 1.13981, 2.46799], [-3.46426, 1.84320, 1.27756], [-2.35452, 1.55546, 0.53744], [-1.43528, 0.62401, 0.90964], [-0.98267, -1.45288, 3.32411], [0.94771, -2.08173, 4.13394], [3.39707, -2.26859, 3.85776], [4.46395, -1.24858, 1.81871], [3.01600, -0.16546, 0.16145], [-2.85724, -0.33532, 3.79479], [-4.53921, 1.33132, 3.07737], [-4.16537, 2.59109, 0.93696], [-2.15720, 2.06023, -0.40038], [-0.09947, -2.48228, -6.85106], [-0.05508, -2.04498, -5.75939], [1.45839, -1.87364, -4.80023], [0.70972, -1.15756, -3.42792], [-0.68420, -0.94745, -3.47571], [-1.50062, -0.27653, -2.13328], [-1.51970, -1.42965, -4.87953], [1.58050, -0.77998, -2.03045], [-0.31297, 3.17675, -3.60272], [1.51385, 3.00805, -2.58630], [1.38061, 2.47063, -0.50303], [2.01023, 3.97283, -2.56815], [2.14323, 2.25198, -3.04011]], "spin_multiplicity": 2, "homo_lumo_gap_ev": [5.57, 5.48], "charge": 2, "largest_force_ha_per_bohr": 0.0212, "e_homo_ev": [-14.5, -14.4], "e_tot_ha": -3048.0162, "molar_mass_g_mol": 717.34}